1.
The following is a quantum chemistry calculation of the molecule C2H2O2S2, from the Open Molecules 2025 dataset.

Each line ends with the natural charge from an NBO analysis.
Element x y z (Å)
C -0.591 0.524 0.011  0.308
C 0.572 -0.512 -0.072  0.310
H -1.884 -1.423 0.099  0.162
H 1.910 1.391 0.006  0.146
O -0.417 1.713 0.035  -0.516
O 0.427 -1.689 0.047  -0.515
S -2.216 -0.140 -0.069  0.046
S 2.199 0.137 -0.058  0.058

## Properties
- SMILES = O=C(S)C(=O)S
- orbital gap (Eh) = 0.3501
- total charge = 0



2.
The following is a quantum chemistry calculation of the molecule C2H2O2S2, from the Open Molecules 2025 dataset.

Each line ends with the natural charge from an NBO analysis.
Element x y z (Å)
C 0.788 0.912 0.929  -0.772
C 1.714 0.105 0.578  0.702
O -1.862 1.135 0.484  -0.896
O 2.388 -0.733 0.198  -0.407
S -1.167 -1.691 0.462  -0.280
S -0.739 0.518 -0.187  1.221
H 0.531 1.631 1.705  0.301
H -1.164 -1.231 1.704  0.131

## Properties
- orbital gap (Eh) = 0.3263
- total charge = 0



The structure with the greatest stability is 1.